Below is a molecular structure, C43H42N3O6PdS2Te, with properties calculated with the ωB97M-V functional and the def2-TZVPD basis.

Each line ends with the Mulliken charge.
Positions of all 98 atoms, in Å:
Pd (0.10958, 0.02872, 0.43568)  0.9864
O (1.11833, 2.69838, 0.45758)  -0.0705
C (0.74785, 3.99876, 0.22827)  -0.7916
C (-2.08355, 2.84166, -0.82810)  0.8253
O (-2.63325, 3.85477, -0.81031)  -0.4006
O (-1.54813, 1.80041, -0.84191)  -0.4322
C (0.81915, 4.48783, -1.11400)  1.2023
C (0.69756, 5.86044, -1.42263)  -0.5388
C (0.77978, 6.30108, -2.72818)  -0.8279
C (0.99998, 5.40428, -3.76945)  -0.5149
C (1.15188, 4.05289, -3.48435)  -0.8341
C (1.06482, 3.59561, -2.18120)  -0.2305
C (0.32610, 4.70319, 1.42844)  0.8058
C (0.95419, 4.41326, 2.65277)  -0.3971
C (0.54989, 5.03386, 3.82275)  -0.5931
C (-0.49341, 5.95467, 3.80505)  -0.5410
C (-1.12850, 6.24306, 2.60450)  -0.9250
C (-0.72854, 5.62588, 1.42907)  -0.3127
H (1.85528, 2.38677, -0.09735)  0.1301
H (0.57836, 6.57849, -0.62320)  0.6034
H (0.68689, 7.35957, -2.93857)  0.4118
H (1.07286, 5.75851, -4.78950)  0.4038
H (1.34492, 3.34977, -4.28522)  0.4362
H (1.17865, 2.53594, -1.98844)  0.2392
H (1.78458, 3.71830, 2.66736)  0.5563
H (1.05878, 4.80637, 4.75263)  0.4673
H (-0.80283, 6.44779, 4.71802)  0.4265
H (-1.95019, 6.94909, 2.58274)  0.4063
H (-1.26469, 5.82747, 0.50933)  0.4953
C (-4.95347, -4.82932, -0.94641)  -1.5252
C (-5.07169, -3.95800, 0.31557)  1.9636
C (-4.97693, -4.84369, 1.56591)  -1.5861
C (-6.43294, -3.26032, 0.30390)  -2.1380
C (-3.92233, -2.95778, 0.32036)  0.1336
C (-4.10942, -1.58079, 0.28265)  -0.7265
C (-3.01098, -0.74260, 0.27512)  -1.0381
N (-1.75558, -1.18881, 0.28410)  0.7834
C (-1.54603, -2.51425, 0.33620)  -0.1223
C (-2.60114, -3.40610, 0.36556)  -0.2011
C (-0.12890, -2.95933, 0.42887)  -0.8286
C (0.27992, -4.24468, 0.12596)  0.0166
C (1.61248, -4.62512, 0.29952)  0.5182
C (2.48321, -3.65230, 0.77994)  -0.5286
C (2.01814, -2.38036, 1.02936)  -1.1410
N (0.73857, -2.03682, 0.85518)  0.7752
C (2.11254, -6.01477, -0.06185)  2.0047
C (3.10068, -6.51250, 1.00297)  -1.7326
C (0.96156, -7.01936, -0.17381)  -2.0517
C (2.83518, -5.91206, -1.41525)  -1.4623
H (-5.75923, -5.56548, -0.95918)  0.4427
H (-4.00504, -5.36940, -0.98023)  0.3185
H (-5.03264, -4.22110, -1.85034)  0.3856
H (-5.80617, -5.55291, 1.57158)  0.4618
H (-5.03608, -4.24438, 2.47745)  0.3627
H (-4.04897, -5.41865, 1.59327)  0.3260
H (-7.22235, -4.01277, 0.29549)  0.4209
H (-6.56168, -2.63835, -0.58518)  0.4269
H (-6.57753, -2.63954, 1.19184)  0.4318
H (-5.09749, -1.14246, 0.26963)  0.5875
H (-3.14013, 0.33043, 0.24644)  0.3625
H (-2.39322, -4.46403, 0.45196)  0.5557
H (-0.44138, -4.94631, -0.26689)  0.4707
H (3.53766, -3.84899, 0.91608)  0.1124
H (2.69309, -1.59726, 1.34970)  0.6736
H (2.63844, -6.53205, 1.99390)  0.4062
H (3.99990, -5.89542, 1.05015)  0.3452
H (3.41632, -7.52777, 0.75581)  0.4554
H (0.35297, -7.04434, 0.73550)  0.4360
H (1.37472, -8.01737, -0.32339)  0.4362
H (0.31355, -6.80823, -1.02770)  0.3492
H (3.65180, -5.18428, -1.37848)  0.2805
H (2.13982, -5.60861, -2.20130)  0.3241
H (3.24856, -6.88742, -1.68115)  0.4860
O (5.45491, -1.37860, -2.83634)  -0.7113
S (4.45386, -1.85281, -1.93439)  1.1419
O (4.70530, -3.05424, -1.18189)  -0.6099
N (3.96155, -0.67231, -0.91069)  -0.5715
C (2.71119, -0.37264, -1.09721)  -0.2999
O (2.07129, 0.47977, -0.37504)  -0.5531
C (2.02791, -1.12594, -2.20497)  1.0783
C (0.73944, -0.99490, -2.69005)  -0.0745
C (0.34838, -1.79349, -3.76025)  -1.0373
C (1.24395, -2.68458, -4.34324)  -0.5918
C (2.54659, -2.80004, -3.86909)  -0.6248
C (2.90325, -2.01631, -2.79005)  -0.3833
H (0.05278, -0.26717, -2.27794)  0.6033
H (-0.65210, -1.70280, -4.16382)  0.4911
H (0.92992, -3.27990, -5.19148)  0.4315
H (3.25632, -3.47931, -4.32578)  0.5361
Te (-0.60978, 1.28055, 2.61366)  0.5617
C (-0.12239, 0.10917, 4.20737)  -0.0271
C (0.47696, -1.13311, 4.21588)  -0.2665
C (0.69424, -1.61259, 5.52409)  -0.8193
C (0.26675, -0.72976, 6.48030)  -0.3993
S (-0.40235, 0.67980, 5.80827)  -0.0579
H (0.74270, -1.66453, 3.31176)  0.3970
H (1.14909, -2.56446, 5.75842)  0.4188
H (0.31217, -0.84677, 7.55367)  0.4103

The total charge is +1. For the HOMO-LUMO gap (alpha / beta), the calculation gives 0.2071 / 0.2240 hartree. As for the multiplicity: 5. As for the strongest force on any atom: 0.83 eV/A. Its LUMO energy (alpha / beta) is -3.047 / -5.237 eV. As for the calculated total energy: -94465.60149 eV.

Below is a molecular structure, C11H13BrNiO, with properties calculated with the ωB97M-V functional and the def2-TZVPD basis.

Each line ends with the natural charge from an NBO analysis.
Positions of all 27 atoms, in Å:
C (0.04406, 1.67670, -1.47111)  -0.5065
C (-0.18580, 2.07891, -0.08476)  -0.4268
C (0.98313, 1.73369, 0.69661)  -0.2061
H (-0.99449, 2.66365, 0.28999)  0.1984
C (2.01527, 1.50067, -0.26466)  -0.3670
C (1.45866, 1.35006, -1.54271)  -0.3651
H (1.99381, 1.08846, -2.45415)  0.2124
H (-0.67734, 1.74548, -2.29273)  0.2490
H (1.15572, 1.98882, 1.73530)  0.1916
H (3.07147, 1.65867, -0.06983)  0.1800
Ni (-0.35097, -0.15101, -0.41289)  1.3283
Br (-2.36143, -1.00723, -1.02230)  -0.7248
C (-1.00157, -2.44707, -3.57725)  -0.3761
C (0.15459, -1.95025, -4.23625)  -0.3776
C (-0.16383, -0.64642, -4.77421)  -0.3869
H (1.10998, -2.46400, -4.36328)  0.1668
C (-1.51043, -0.34353, -4.42616)  -0.3781
C (-2.06316, -1.48403, -3.75333)  -0.3391
H (-3.12494, -1.61165, -3.54771)  0.1804
H (-1.08263, -3.41827, -3.09062)  0.1736
H (0.50420, -0.03238, -5.38148)  0.1666
H (-2.07572, 0.53582, -4.73367)  0.1687
C (-0.18150, -0.71834, 2.47118)  -0.2335
O (0.44038, -0.18137, 1.32637)  -0.9323
H (0.57684, -0.86148, 3.29120)  0.1216
H (-0.62853, -1.70259, 2.20794)  0.1507
H (-1.00425, -0.06109, 2.82036)  0.1320

The total charge is -2. For the HOMO-LUMO gap (alpha / beta), the calculation gives 0.1878 / 0.1875 hartree. As for the multiplicity: 3. As for the strongest force on any atom: 4.47 eV/A. Its LUMO energy (alpha / beta) is 5.868 / 5.869 eV. As for the calculated total energy: -124746.80484 eV. Its energy above the lowest of the compared OMol25 structures with the same formula, charge and spin is 92.51 kJ/mol.

Below is a molecular structure, C3H7N3O2, with properties calculated with the ωB97M-V functional and the def2-TZVPD basis.

Each line ends with the natural charge from an NBO analysis.
Positions of all 15 atoms, in Å:
C (-1.40656, -1.01170, -0.17983)  -0.1306
C (0.39210, -0.32326, -0.20147)  0.3024
C (1.55942, -1.15991, 0.06194)  -0.7077
N (1.32263, 1.80605, 0.14323)  -0.6302
N (0.28931, 0.93196, -0.12490)  -0.3288
N (-2.38406, -0.15750, 0.01823)  0.3469
O (-2.34403, 1.24011, -0.00951)  -0.5411
O (-3.54654, -0.54382, 0.22432)  -0.4679
H (-1.74928, -2.01910, -0.35110)  0.2265
H (2.46140, -0.55874, 0.25945)  0.2143
H (1.42410, -1.75851, 1.00674)  0.2567
H (1.68705, -1.84209, -0.74335)  0.2467
H (2.29693, 1.25143, 0.11746)  0.3414
H (1.25304, 2.63936, -0.35560)  0.3811
H (-1.25550, 1.50572, 0.13439)  0.4901

The total charge is 0. For the HOMO-LUMO gap, the calculation gives 0.3265 hartree. As for the strongest force on any atom: 5.59 eV/A. Its LUMO energy is 0.447 eV. As for the calculated total energy: -11782.85651 eV. Its energy above the lowest of the compared OMol25 structures with the same formula, charge and spin is 815.94 kJ/mol.

Below is a single C3H3F2N molecule, with properties calculated with the ωB97M-V functional and the def2-TZVPD basis.

Each line ends with the natural charge from an NBO analysis.
Positions of all 9 atoms, in Å:
C (0.18285, 0.06039, 1.19211)  -0.0024
C (0.62892, 0.05823, -0.82734)  -0.3153
C (-0.69337, 0.14910, -0.01018)  0.6379
N (1.28959, 0.03928, 0.49074)  -0.3211
F (-1.56663, 1.13836, -0.15652)  -0.3144
F (-1.41627, -0.95793, -0.14000)  -0.3326
H (0.09797, -0.31576, 2.27192)  0.2188
H (0.55646, -0.94921, -1.22788)  0.2144
H (0.92048, 0.77755, -1.59284)  0.2149

The total charge is 0. For the HOMO-LUMO gap, the calculation gives 0.4137 hartree. As for the strongest force on any atom: 2.45 eV/A. Its LUMO energy is 0.649 eV. As for the calculated total energy: -10082.60242 eV. Its energy above the lowest of the compared OMol25 structures with the same formula, charge and spin is 160.79 kJ/mol. Its SMILES is FC1(F)C=NC1.

Below is a molecular structure, C36H32N2O6P2S2W, with properties calculated with the ωB97M-V functional and the def2-TZVPD basis.

Each line ends with the Mulliken charge.
Positions of all 81 atoms, in Å:
W (1.59227, -0.28509, 0.36059)  0.3486
S (0.42972, -0.90771, 2.63669)  -0.5750
P (-1.13257, -0.80664, 1.37724)  2.0402
C (-0.58831, 0.14060, 0.07053)  -1.4047
P (-0.68666, -0.38346, -1.55252)  1.7333
S (1.18662, -1.05622, -2.01702)  -0.7946
C (-1.90710, -1.61133, -2.07906)  0.7692
C (-3.19195, -1.58271, -1.54292)  0.1435
C (-4.15900, -2.47129, -1.98669)  -0.6348
C (-3.84723, -3.39090, -2.98005)  -0.6859
C (-2.57118, -3.41581, -3.52753)  -0.7362
C (-1.60067, -2.52964, -3.07710)  -0.8939
C (-1.11367, 1.04000, -2.63191)  0.6318
C (-0.18746, 2.07170, -2.79134)  -0.3256
C (-0.50045, 3.19818, -3.53351)  -0.7875
C (-1.74809, 3.31675, -4.13358)  -0.4896
C (-2.67561, 2.29883, -3.98601)  -0.8075
C (-2.36114, 1.16497, -3.24124)  -0.4778
C (-2.52181, 0.00393, 2.22846)  0.2367
C (-3.24438, 0.98861, 1.56541)  -0.1332
C (-4.29117, 1.64515, 2.20720)  -0.7742
C (-4.60931, 1.32325, 3.51754)  -0.4801
C (-3.88013, 0.34719, 4.19116)  -0.7296
C (-2.83921, -0.30566, 3.55015)  -0.1774
C (-1.72400, -2.49800, 1.06859)  0.6309
C (-0.86815, -3.39513, 0.42740)  0.0419
C (-1.28185, -4.68936, 0.15913)  -0.8184
C (-2.54753, -5.11602, 0.54455)  -0.5836
C (-3.39561, -4.23998, 1.20411)  -0.7833
C (-2.98847, -2.93429, 1.46051)  -0.5152
H (-3.44345, -0.86185, -0.77128)  0.2535
H (-5.15055, -2.44920, -1.55203)  0.4499
H (-4.59926, -4.09112, -3.32223)  0.3928
H (-2.32632, -4.13171, -4.30195)  0.4134
H (-0.60267, -2.56293, -3.49657)  0.4728
H (0.78213, 1.99401, -2.32685)  0.2182
H (0.23400, 3.98665, -3.64224)  0.4541
H (-1.99056, 4.19513, -4.71952)  0.3799
H (-3.64850, 2.37685, -4.45553)  0.4259
H (-3.10046, 0.37950, -3.15205)  0.2848
H (-2.96358, 1.25678, 0.55215)  0.2921
H (-4.84773, 2.41386, 1.68562)  0.4378
H (-5.41708, 1.83881, 4.02206)  0.3902
H (-4.12196, 0.10158, 5.21770)  0.4007
H (-2.26052, -1.05488, 4.07986)  0.4060
H (0.12988, -3.08729, 0.14013)  0.0729
H (-0.60864, -5.36975, -0.34779)  0.4627
H (-2.86700, -6.12945, 0.33367)  0.4053
H (-4.37950, -4.56874, 1.51558)  0.4186
H (-3.67266, -2.25976, 1.95802)  0.3737
O (7.57171, -0.12370, -1.20163)  -0.5382
C (6.27190, -0.21579, -0.87061)  0.9422
C (5.68541, -1.39394, -0.40635)  -0.5516
C (4.35707, -1.36484, -0.07880)  -0.0170
N (3.63882, -0.26092, -0.19991)  0.5383
C (4.17161, 0.85367, -0.67971)  0.5562
C (5.49367, 0.93556, -1.01490)  -0.7955
C (3.13342, 1.97429, -0.76962)  0.1929
O (3.42570, 3.11461, -1.05495)  -0.7341
O (1.94406, 1.51851, -0.52007)  -0.4754
C (3.51845, -2.53672, 0.43234)  0.3137
O (3.96750, -3.65027, 0.55083)  -0.7046
O (2.30878, -2.13517, 0.68666)  -0.5286
H (8.01398, -0.97378, -1.09076)  0.3080
H (6.23437, -2.32341, -0.30236)  0.4540
H (5.90982, 1.85969, -1.39339)  0.6213
C (0.66658, 2.99030, 1.90411)  -0.6674
N (2.09230, 3.15938, 2.20116)  0.3548
C (2.60844, 4.52776, 2.18366)  -1.1058
C (2.91212, 2.11333, 2.24096)  0.7304
C (4.37246, 2.35169, 2.53967)  -1.7417
O (2.51743, 0.95039, 2.04838)  -0.6110
H (0.44132, 3.39054, 0.91578)  0.3818
H (0.09067, 3.52200, 2.66200)  0.5714
H (0.39966, 1.94077, 1.92611)  -0.1662
H (1.76108, 5.20244, 2.27310)  0.4011
H (3.12748, 4.74386, 1.24807)  0.3058
H (3.27606, 4.71153, 3.02304)  0.3499
H (4.49880, 2.82972, 3.51237)  0.4877
H (4.82055, 3.00160, 1.78494)  0.4141
H (4.87734, 1.39048, 2.54442)  0.3401

The total charge is 0. For the HOMO-LUMO gap (alpha / beta), the calculation gives 0.2340 / 0.2762 hartree. As for the multiplicity: 3. As for the strongest force on any atom: 1.49 eV/A. Its LUMO energy (alpha / beta) is -0.073 / -0.239 eV. As for the calculated total energy: -95194.84934 eV. Its energy above the lowest of the compared OMol25 structures with the same formula, charge and spin is 68.86 kJ/mol.

Below is a single C6H9NO molecule, with properties calculated with the ωB97M-V functional and the def2-TZVPD basis.

Each line ends with the natural charge from an NBO analysis.
Positions of all 17 atoms, in Å:
C (-0.51191, -1.73984, 1.10119)  -0.7241
C (-0.59598, 1.34568, -1.49592)  -0.6992
C (0.56701, -1.51402, 0.07430)  0.5525
C (-0.21253, 1.12590, -0.05763)  0.2742
C (1.60821, -0.46776, 0.34655)  -0.2753
C (1.25109, 0.80934, 0.25034)  -0.2042
N (-1.02611, 1.37118, 0.91364)  -0.6100
O (0.73942, -2.27538, -0.87830)  -0.5320
H (-1.92477, 1.71651, 0.55698)  0.3290
H (2.63691, -0.80431, 0.37898)  0.2348
H (1.91308, 1.66181, 0.31414)  0.2273
H (-0.35795, -1.12635, 1.99147)  0.2386
H (-1.48186, -1.50052, 0.65922)  0.2440
H (-0.50129, -2.79238, 1.39766)  0.2433
H (-1.31739, 0.57906, -1.79224)  0.2399
H (-1.06177, 2.32849, -1.60842)  0.2314
H (0.27584, 1.28260, -2.15195)  0.2300

The total charge is 0. For the HOMO-LUMO gap, the calculation gives 0.3744 hartree. As for the strongest force on any atom: 2.32 eV/A. Its LUMO energy is 0.440 eV. As for the calculated total energy: -9904.04443 eV. Its energy above the lowest of the compared OMol25 structures with the same formula, charge and spin is 150.49 kJ/mol. Its SMILES is [H]/N=C(C)/C=C\C(C)=O.

Please write out number 3 again, unchanged.
Below is a molecular structure, C3H7N3O2, with properties calculated with the ωB97M-V functional and the def2-TZVPD basis.

Each line ends with the natural charge from an NBO analysis.
Positions of all 15 atoms, in Å:
C (-1.40656, -1.01170, -0.17983)  -0.1306
C (0.39210, -0.32326, -0.20147)  0.3024
C (1.55942, -1.15991, 0.06194)  -0.7077
N (1.32263, 1.80605, 0.14323)  -0.6302
N (0.28931, 0.93196, -0.12490)  -0.3288
N (-2.38406, -0.15750, 0.01823)  0.3469
O (-2.34403, 1.24011, -0.00951)  -0.5411
O (-3.54654, -0.54382, 0.22432)  -0.4679
H (-1.74928, -2.01910, -0.35110)  0.2265
H (2.46140, -0.55874, 0.25945)  0.2143
H (1.42410, -1.75851, 1.00674)  0.2567
H (1.68705, -1.84209, -0.74335)  0.2467
H (2.29693, 1.25143, 0.11746)  0.3414
H (1.25304, 2.63936, -0.35560)  0.3811
H (-1.25550, 1.50572, 0.13439)  0.4901

The total charge is 0. For the HOMO-LUMO gap, the calculation gives 0.3265 hartree. As for the strongest force on any atom: 5.59 eV/A. Its LUMO energy is 0.447 eV. As for the calculated total energy: -11782.85651 eV. Its energy above the lowest of the compared OMol25 structures with the same formula, charge and spin is 815.94 kJ/mol.